No. 1
{"formula": "C25H33BrNO6Se2W", "method": "wB97M-V/def2-TZVPD", "mol_weight_g_mol": 865.20, "gap_ev": [6.09, 6.09], "e_homo_ha": [-0.416, -0.416], "e_lumo_ev": [-5.24, -5.24], "e_tot_ev": -242792.741, "de_lowest_kj_mol": 107.4, "charge": 1, "symbols": ["W", "O", "C", "C", "C", "N", "C", "C", "C", "O", "O", "C", "O", "O", "H", "H", "H", "C", "Se", "C", "C", "Se", "C", "H", "H", "H", "H", "H", "H", "H", "H", "H", "H", "C", "C", "C", "C", "C", "C", "C", "Br", "C", "O", "C", "C", "C", "C", "C", "C", "H", "H", "H", "H", "H", "H", "H", "H", "H", "H", "H", "H", "H", "H", "H", "H", "H", "H", "H", "H"], "coordinates": [[1.126119, 1.714048, -1.205145], [6.021015, 0.329588, 2.385926], [5.009441, 0.593087, 1.564465], [4.641481, -0.252850, 0.509026], [3.579668, 0.131526, -0.272804], [2.921991, 1.266784, -0.051834], [3.245228, 2.058847, 0.968041], [4.290681, 1.776350, 1.804729], [2.304692, 3.217638, 1.067048], [2.362648, 4.102945, 1.854411], [1.351842, 3.098985, 0.113496], [2.994076, -0.624900, -1.432928], [3.434487, -1.657182, -1.843880], [1.954376, 0.036794, -1.922057], [6.463652, -0.499681, 2.163040], [5.150003, -1.184648, 0.298181], [4.540354, 2.434599, 2.624460], [4.068281, 1.784254, -3.201489], [2.376210, 2.744557, -3.040742], [0.715990, -0.029154, -5.670101], [0.236453, 1.201955, -5.761115], [-0.733977, 3.083013, -1.991451], [-0.362444, 4.912796, -1.417855], [4.643094, 1.844467, -2.279069], [4.630914, 2.255564, -4.002182], [3.857632, 0.751357, -3.465906], [0.063116, -0.888709, -5.577724], [1.778203, -0.237659, -5.712250], [-0.829108, 1.398922, -5.740905], [0.887249, 2.059283, -5.878223], [-0.088636, 4.920719, -0.367078], [-1.278075, 5.471979, -1.587240], [0.438523, 5.316684, -2.031620], [-4.931234, -3.290091, -0.718971], [-4.262002, -2.901685, 0.598609], [-5.296035, -2.182534, 1.476013], [-3.791799, -4.182445, 1.302926], [-3.063668, -1.980405, 0.382634], [-2.665414, -1.564926, -0.879699], [-1.565540, -0.735252, -1.002424], [-0.970033, -0.166223, -2.699481], [-0.865105, -0.297177, 0.114389], [0.157889, 0.564692, -0.097373], [-1.231489, -0.695691, 1.407253], [-2.332608, -1.535507, 1.488580], [-0.457145, -0.228601, 2.639368], [-1.025506, -0.836221, 3.923347], [1.011688, -0.671124, 2.533477], [-0.545894, 1.299926, 2.770555], [-5.778253, -3.944962, -0.514120], [-4.251222, -3.832942, -1.378125], [-5.313474, -2.418291, -1.253344], [-6.158295, -2.830702, 1.637972], [-5.645237, -1.265529, 0.998554], [-4.889714, -1.921502, 2.453760], [-4.638931, -4.850481, 1.463891], [-3.348043, -3.970332, 2.276215], [-3.051903, -4.712067, 0.700587], [-3.189880, -1.881404, -1.768350], [-2.649086, -1.867572, 2.465804], [-0.977826, -1.926287, 3.917337], [-2.059114, -0.533524, 4.095879], [-0.436899, -0.484585, 4.771435], [1.085342, -1.757714, 2.461806], [1.555962, -0.352903, 3.425047], [1.504064, -0.240990, 1.661387], [-1.581186, 1.613311, 2.913563], [-0.162949, 1.818667, 1.892248], [0.025393, 1.631099, 3.640015]], "atomic_forces_ev_per_a": [[0.34, -0.91, 0.36], [-0.04, 0.03, -0.02], [0.12, -0.05, 0.07], [-0.13, 0.14, 0.00], [0.07, 0.02, 0.02], [-0.08, 0.13, -0.05], [0.12, -0.09, -0.04], [-0.07, -0.04, -0.07], [-0.01, 0.01, -0.06], [-0.03, 0.00, 0.00], [-0.05, 0.25, 0.16], [0.07, 0.04, 0.06], [-0.09, 0.05, 0.01], [0.05, -0.12, -0.15], [0.00, 0.00, 0.00], [0.00, -0.01, 0.00], [0.02, -0.01, 0.02], [0.00, 0.01, 0.05], [0.08, 0.09, -0.22], [-0.01, -0.02, -0.02], [-0.02, -0.02, 0.03], [-0.21, 0.27, -0.13], [0.04, 0.00, 0.04], [-0.04, -0.02, -0.01], [-0.05, 0.03, -0.02], [0.02, -0.02, -0.02], [0.00, 0.00, -0.01], [0.00, 0.03, 0.02], [0.00, 0.00, -0.02], [0.00, 0.00, 0.00], [-0.01, -0.02, -0.03], [-0.01, -0.02, -0.01], [0.01, -0.02, 0.01], [-0.01, -0.01, -0.02], [0.00, -0.01, -0.01], [-0.01, 0.01, 0.01], [0.01, 0.00, 0.01], [-0.01, 0.00, -0.02], [0.02, 0.00, -0.04], [-0.09, -0.06, 0.21], [0.07, 0.12, -0.13], [0.17, 0.00, -0.18], [-0.21, 0.24, 0.20], [-0.08, -0.07, -0.08], [0.04, 0.02, 0.04], [0.03, 0.01, 0.04], [0.00, -0.01, 0.03], [0.00, 0.00, -0.02], [-0.02, 0.03, -0.03], [0.00, 0.00, 0.01], [0.01, 0.00, 0.00], [0.00, 0.01, 0.00], [-0.01, -0.01, 0.00], [0.00, 0.00, -0.01], [0.01, 0.00, 0.01], [-0.01, 0.00, 0.00], [0.00, 0.00, 0.01], [0.01, 0.01, -0.01], [-0.01, 0.00, 0.00], [0.00, 0.01, 0.00], [0.01, 0.00, -0.01], [0.00, 0.01, -0.01], [0.00, 0.00, 0.00], [-0.01, 0.00, 0.00], [0.00, 0.01, 0.01], [0.00, 0.00, 0.01], [-0.01, -0.01, 0.00], [0.01, -0.01, 0.02], [0.01, 0.00, 0.00]], "nbo_charge": [1.5096, -0.6069, 0.3897, -0.2358, 0.1220, -0.4957, 0.1188, -0.2298, 0.7633, -0.4698, -0.6914, 0.7581, -0.5118, -0.7038, 0.5044, 0.2599, 0.2777, -0.7927, 0.2030, -0.3878, -0.3971, 0.2718, -0.7602, 0.2170, 0.2498, 0.2409, 0.1979, 0.1976, 0.1980, 0.1982, 0.2474, 0.2442, 0.2390, -0.6095, -0.0863, -0.5954, -0.5954, 0.0146, -0.1804, -0.1651, 0.2505, 0.2829, -0.6646, -0.0458, -0.1429, -0.0824, -0.6064, -0.5921, -0.5934, 0.2256, 0.2116, 0.2113, 0.2197, 0.2146, 0.2062, 0.2198, 0.2057, 0.2147, 0.2336, 0.2190, 0.2153, 0.2170, 0.2225, 0.2215, 0.2149, 0.1808, 0.2228, 0.1929, 0.2166]}



No. 2
{"formula": "C25H33ClN5O4S2", "method": "wB97M-V/def2-TZVPD", "mol_weight_g_mol": 567.16, "gap_ev": 6.92, "e_homo_ha": -0.364, "e_lumo_ev": -3.00, "e_tot_ev": -76290.437, "charge": 1, "symbols": ["O", "O", "O", "Cl", "O", "S", "S", "C", "C", "C", "C", "C", "C", "C", "C", "C", "C", "C", "C", "C", "C", "C", "C", "N", "N", "N", "N", "N", "C", "C", "C", "C", "C", "C", "C", "C", "C", "H", "H", "H", "H", "H", "H", "H", "H", "H", "H", "H", "H", "H", "H", "H", "H", "H", "H", "H", "H", "H", "H", "H", "H", "H", "H", "H", "H", "H", "H", "H", "H", "H"], "coordinates": [[-2.968248, -0.716896, -6.634293], [3.867131, 0.541007, 2.110054], [-1.626024, -5.734302, -6.722645], [1.679665, -0.026088, 9.464021], [1.732744, -0.186205, 1.965667], [3.994888, 4.473518, 5.671691], [1.030187, 2.950174, 2.221091], [-2.697238, -1.904272, -6.582561], [2.705424, 0.745328, 1.817753], [-1.129433, -4.643720, -6.966216], [-2.635594, -1.638773, -0.601482], [1.280529, 7.412159, 5.143756], [0.328886, 6.812003, 4.317000], [3.318564, 2.047941, 8.788817], [3.795104, 3.026378, 7.915556], [2.400240, 6.684010, 5.551211], [1.733434, 1.358594, 7.116225], [0.507387, 5.493047, 3.886328], [2.284556, 1.207505, 8.388229], [3.251168, 3.188572, 6.633198], [2.579674, 5.363892, 5.125253], [2.190085, 2.336199, 6.213924], [1.647945, 4.759121, 4.267973], [-3.770210, -1.517382, -1.233122], [-0.801281, -4.260303, -8.204996], [-1.732820, -2.548772, -0.932642], [-1.475848, -2.269043, -6.173831], [-2.406256, -0.815795, 0.383782], [-3.758547, -2.925225, -6.949992], [2.340737, 2.105295, 1.236351], [-0.963711, -5.085548, -9.404399], [1.459697, 2.347124, 4.875262], [1.909595, 3.339175, 3.800118], [-1.824315, -3.564979, -2.004468], [-1.265475, -3.043146, -3.335842], [-1.448706, -4.082787, -4.457775], [-0.939758, -3.608514, -5.842455], [2.197252, -0.931428, 2.382060], [1.148123, 8.437825, 5.476966], [-0.549326, 7.372143, 4.008393], [3.750863, 1.936747, 9.779000], [4.604271, 3.675275, 8.238259], [3.136642, 7.141356, 6.205505], [0.924012, 0.693685, 6.833375], [-0.253944, 5.057457, 3.248768], [-3.964754, -2.128767, -2.004839], [-4.438934, -0.818431, -0.967392], [-0.438604, -3.327960, -8.321796], [-0.890720, -2.562838, -0.381849], [-0.870956, -1.477378, -6.009036], [-1.534906, -0.848008, 0.885461], [-3.090107, -0.126199, 0.637450], [-3.491502, -3.411937, -7.885762], [-4.707530, -2.407266, -7.086203], [-3.870031, -3.669516, -6.167460], [3.234545, 2.734761, 1.198610], [1.990617, 1.961601, 0.212526], [-1.833367, -5.739829, -9.301026], [-1.106825, -4.451750, -10.281475], [-0.078207, -5.706896, -9.552891], [1.541398, 1.342045, 4.452844], [0.398928, 2.531313, 5.073840], [2.979030, 3.208343, 3.610514], [-2.859972, -3.881439, -2.142618], [-1.248987, -4.445399, -1.709723], [-0.203835, -2.818319, -3.221055], [-1.793841, -2.124672, -3.593478], [-2.506771, -4.335610, -4.526136], [-0.909410, -4.991350, -4.181668], [0.142674, -3.506852, -5.755704]], "atomic_forces_ev_per_a": [[0.07, 0.28, -0.06], [-1.23, -0.48, 0.06], [0.34, 0.19, 0.16], [0.11, 0.27, -0.24], [0.24, 0.31, -0.06], [0.39, -0.03, -0.17], [0.25, -0.01, -0.38], [-1.85, 0.67, -0.27], [1.90, 0.90, -0.11], [-1.30, -0.83, 0.34], [0.63, -0.64, -0.36], [0.12, -0.34, -0.13], [0.33, -0.30, 0.16], [0.10, -0.05, -0.02], [-0.40, -0.47, -0.01], [-0.33, 0.06, -0.18], [0.25, 0.20, 0.23], [0.42, 0.21, 0.42], [0.18, 0.45, -0.48], [-0.73, -0.73, 0.29], [-0.60, 0.35, -0.13], [0.45, 0.15, 0.61], [-0.28, 0.49, -0.44], [-1.03, -0.45, -1.08], [0.29, 0.64, -0.53], [0.24, -0.75, -0.18], [1.89, -1.23, 0.22], [0.68, 0.88, 1.35], [0.33, 0.10, 0.11], [-0.66, -0.25, 0.69], [0.02, -0.17, 0.29], [0.22, -0.12, 0.05], [-0.14, -0.01, 0.04], [0.28, 0.38, -0.53], [-0.19, -0.27, -0.31], [0.07, 0.00, -0.11], [-0.23, 0.68, 0.40], [-0.10, -0.04, -0.03], [0.04, -0.17, -0.05], [0.11, -0.12, 0.03], [-0.06, 0.04, -0.16], [-0.16, -0.05, -0.07], [-0.08, -0.12, -0.07], [0.03, 0.08, -0.10], [0.15, -0.07, -0.02], [-0.30, 0.12, -0.11], [-0.14, -0.02, -0.13], [-0.01, -0.02, -0.04], [0.04, 0.01, 0.01], [-0.07, -0.02, 0.02], [-0.05, 0.20, 0.15], [0.13, 0.12, 0.16], [0.01, -0.21, 0.02], [0.22, 0.06, 0.04], [0.02, -0.30, -0.06], [-0.12, -0.35, 0.12], [-0.32, 0.18, 0.11], [0.16, 0.15, 0.13], [0.06, 0.04, 0.22], [-0.10, -0.01, -0.06], [-0.08, -0.03, 0.08], [0.01, -0.09, -0.05], [-0.08, 0.09, -0.04], [-0.01, -0.04, 0.21], [-0.21, 0.13, 0.29], [0.03, 0.17, 0.08], [0.10, 0.15, -0.07], [-0.03, -0.17, -0.10], [-0.13, -0.10, -0.13], [0.11, 0.31, 0.00]], "nbo_charge": [-0.6191, -0.5713, -0.6199, 0.0099, -0.6991, 0.2966, 0.1870, 0.6701, 0.7648, 0.6564, 0.6691, -0.2037, -0.1982, -0.2258, -0.1901, -0.1947, -0.1691, -0.2287, -0.0451, -0.1856, -0.2145, -0.0337, 0.0468, -0.7520, -0.6019, -0.5524, -0.6357, -0.7493, -0.7186, -0.6253, -0.4192, -0.4284, -0.3678, -0.2193, -0.4120, -0.4003, -0.1244, 0.5027, 0.2242, 0.2201, 0.2353, 0.2330, 0.2304, 0.2112, 0.2156, 0.4257, 0.4269, 0.4006, 0.4170, 0.4119, 0.4279, 0.4226, 0.2437, 0.2528, 0.2196, 0.2601, 0.2491, 0.2308, 0.2139, 0.2084, 0.2183, 0.2226, 0.2548, 0.2031, 0.2352, 0.2103, 0.2089, 0.2128, 0.2310, 0.2242]}



No. 3
{"formula": "C25H33I2OP2SiYb", "method": "wB97M-V/def2-TZVPD", "s_squared": 0.751, "mol_weight_g_mol": 866.42, "gap_ev": [5.23, 5.23], "e_homo_ha": [-0.512, -0.512], "e_lumo_ev": [-8.71, -8.71], "multiplicity": 2, "e_tot_ev": -102680.928, "charge": 2, "symbols": ["I", "I", "Yb", "P", "C", "C", "H", "H", "H", "H", "H", "H", "C", "H", "H", "H", "P", "C", "C", "H", "H", "H", "C", "H", "H", "H", "H", "H", "H", "C", "O", "C", "C", "C", "C", "C", "C", "Si", "C", "C", "C", "C", "C", "C", "C", "C", "C", "C", "C", "C", "H", "H", "H", "H", "H", "H", "H", "H", "H", "H", "H", "H", "H", "H", "H"], "coordinates": [[0.296842, -2.076029, -5.910727], [-0.680696, 2.563053, -4.813902], [-0.047869, -0.008875, -3.708583], [-2.406240, -0.034160, -2.004151], [-3.522744, 1.385048, -1.668679], [-3.080196, -0.522021, -3.648944], [-4.169134, -0.615464, -3.513747], [-4.294201, -1.304567, -1.190387], [-2.668053, -1.493316, -3.964715], [-2.761727, -2.239403, -1.058982], [-3.284720, 2.217582, -2.340192], [-2.850587, 0.236053, -4.417708], [-3.228989, -1.256864, -0.916094], [-4.559053, 1.057547, -1.842043], [-3.116849, -0.967329, 0.137872], [-3.418825, 1.722380, -0.631276], [2.325399, 0.076780, -1.975616], [3.367774, 1.543647, -1.610965], [3.235166, -1.121995, -0.927246], [2.653178, -1.327025, -3.963649], [4.124992, -0.406320, -3.484317], [2.780693, 0.407160, -4.379412], [3.033275, -0.351356, -3.619600], [2.815858, -2.123958, -1.075933], [4.296818, -1.111883, -1.221453], [4.421146, 1.272014, -1.779267], [3.241931, 1.867149, -0.572188], [3.134895, -0.852162, 0.132484], [3.098569, 2.371977, -2.277334], [-0.095817, 1.923895, -2.056355], [-0.175259, 2.860171, -1.365605], [3.410405, 2.706474, 2.652400], [3.500870, 1.315799, 2.741162], [2.482703, 0.508465, 2.217575], [1.356046, 1.082107, 1.595406], [1.290463, 2.484613, 1.513769], [2.298507, 3.293628, 2.042870], [-0.039008, 0.039276, 0.911015], [0.301978, -1.745015, 1.297170], [0.261454, -2.721531, 0.280539], [0.520553, -4.055332, 0.589653], [0.815444, -4.440299, 1.899876], [0.833337, -3.483637, 2.915034], [0.581910, -2.142097, 2.618252], [-1.638031, 0.504950, 1.760677], [-2.331141, -0.419141, 2.568680], [-3.479969, -0.038592, 3.268316], [-3.967665, 1.265900, 3.158587], [-3.307602, 2.190929, 2.338707], [-2.162147, 1.805415, 1.639377], [4.206397, 3.339658, 3.059382], [4.360164, 0.844357, 3.224257], [2.558102, -0.571609, 2.314386], [0.427194, 2.949882, 1.045402], [2.204196, 4.379717, 1.971981], [0.026432, -2.423035, -0.743086], [0.504516, -4.797407, -0.203183], [1.021542, -5.485495, 2.128819], [1.046116, -3.776958, 3.940311], [0.597391, -1.405372, 3.422481], [-1.958610, -1.438304, 2.660249], [-3.991520, -0.768418, 3.905066], [-4.869893, 1.569128, 3.696266], [-3.672282, 3.215112, 2.239508], [-1.653453, 2.525097, 0.997837]], "atomic_forces_ev_per_a": [[-0.30, 1.12, 1.49], [0.14, -0.62, -0.14], [0.03, 0.17, -0.74], [-1.44, -0.13, 0.24], [0.47, 0.43, -0.06], [0.29, -0.25, -0.07], [0.34, 0.03, -0.32], [0.36, 0.01, 0.13], [-0.22, 0.13, -0.04], [-0.24, 0.09, 0.10], [-0.11, -0.09, 0.11], [-0.25, -0.19, 0.18], [0.45, -0.42, -0.05], [0.37, 0.04, 0.04], [-0.11, -0.06, -0.37], [-0.04, -0.09, -0.23], [1.51, -0.28, 0.28], [-0.47, 0.44, -0.08], [-0.43, -0.43, -0.01], [0.25, 0.23, 0.01], [-0.34, 0.07, -0.31], [0.23, -0.13, 0.08], [-0.24, -0.26, -0.10], [0.23, 0.11, 0.12], [-0.39, 0.02, 0.12], [-0.38, 0.02, 0.02], [-0.02, -0.05, -0.15], [0.06, -0.08, -0.36], [0.13, -0.07, 0.16], [-0.22, 3.39, 2.17], [0.26, -3.29, -2.20], [0.00, 0.08, -0.05], [-0.37, -0.30, -0.01], [0.36, 0.02, -0.10], [0.03, 0.53, -1.04], [0.16, 0.36, 0.16], [-0.32, -0.13, -0.12], [0.39, -0.50, 4.08], [-0.03, -0.58, -1.34], [0.11, -0.01, 0.69], [0.04, -0.02, -0.13], [-0.10, 0.23, -0.13], [-0.07, 0.16, -0.22], [0.03, 0.04, 0.00], [-0.48, 0.59, -1.06], [-0.06, -0.26, -0.08], [0.26, -0.04, 0.02], [0.09, 0.12, -0.21], [0.29, -0.07, -0.11], [-0.20, 0.20, 0.23], [-0.32, -0.30, -0.17], [-0.32, 0.19, -0.14], [0.11, 0.18, -0.07], [0.27, 0.06, 0.09], [0.09, -0.38, 0.06], [0.07, -0.20, 0.13], [-0.02, 0.04, 0.14], [-0.06, 0.28, -0.07], [-0.04, 0.08, -0.19], [0.00, -0.18, -0.16], [-0.19, 0.18, -0.02], [0.24, 0.31, -0.27], [0.33, -0.15, -0.17], [0.05, -0.35, 0.08], [-0.25, -0.04, 0.17]], "lowdin_spin": [0.0031, 0.0057, 0.9821, 0.0006, -0.0002, 0.0007, 0.0002, 0.0000, 0.0003, 0.0000, 0.0000, 0.0001, 0.0003, 0.0000, 0.0000, 0.0000, 0.0013, -0.0002, 0.0005, 0.0003, 0.0002, 0.0001, 0.0007, 0.0000, 0.0001, 0.0000, 0.0000, 0.0000, 0.0000, 0.0038, 0.0001, 0.0000, 0.0000, 0.0000, 0.0000, 0.0000, 0.0000, 0.0001, 0.0000, 0.0001, 0.0000, 0.0000, 0.0000, 0.0000, 0.0000, 0.0000, 0.0000, 0.0000, 0.0000, 0.0000, 0.0000, 0.0000, 0.0000, 0.0000, 0.0000, 0.0001, 0.0000, 0.0000, 0.0000, 0.0000, 0.0000, 0.0000, 0.0000, 0.0000, 0.0000]}